This record from the OMol25 dataset describes 2 unconnected molecules or ions with the total composition C2H6NO3 at a distorted geometry. The level of theory is ωB97M-V/def2-TZVPD.

Positions of all 12 atoms, in Å:
C -1.7239 1.0201 -1.1510
N -0.8036 1.0334 -0.1107
C 0.5619 0.4488 -0.1746
O 1.1106 0.1268 0.9337
O 1.0907 0.3570 -1.2948
H -2.3537 1.8939 -1.3072
H -1.0778 0.8696 -2.1010
H -2.3944 0.1478 -1.0142
H -0.8677 1.8064 0.5257
H 0.5427 -1.6413 1.4169
H -0.5764 -2.6416 1.1451
O 0.2143 -2.5442 1.6190

HOMO energy   -4.06 eV
E_LUMO   4.133 eV
Total charge   -1
Relative energy (zero: lowest compared OMol25 entry of this formula, charge and spin)   16.5 kcal/mol